# 1
Here is an isolated molecule of C3H6N2O2S at a distorted geometry from the OMol25 dataset. Energies are from ωB97M-V/def2-TZVPD.

DFT total energy, eV: -21112.77782
Energy above the lowest of the compared OMol25 structures with the same formula, charge and spin, kJ/mol: 682.3
SMILES: CO/N=C/N(O)C=S
E_LUMO, eV: 0.133
Gap between HOMO and LUMO, eV: 8.9

Each line ends with the Mulliken charge.
Cartesian coordinates (Å):
C1 2.56 -1.10 0.97  -0.4684
O1 1.38 -0.29 1.25  -0.1918
N1 0.52 -0.11 0.13  -0.3585
C2 -0.53 0.61 0.32  -0.1296
N2 -1.45 0.57 -0.81  0.3208
O2 -0.73 0.30 -2.02  -0.4717
C3 -2.73 0.80 -0.78  0.0567
S1 -3.68 1.48 0.29  -0.3744
H1 2.81 -1.70 2.08  0.1880
H2 3.36 -0.31 0.74  0.2410
H3 2.26 -1.94 0.18  0.2521
H4 -0.92 1.14 1.31  0.2493
H5 0.19 -0.05 -1.69  0.4449
H6 -3.03 0.61 -1.97  0.2415

---

# 2
Here is an isolated molecule of C24H35N3O6S at a distorted geometry from the OMol25 dataset. Energies are from ωB97M-V/def2-TZVPD.

DFT total energy, eV: -53047.33519
Energy above the lowest of the compared OMol25 structures with the same formula, charge and spin, kJ/mol: 0.0
SMILES: O=C(COC(=O)c1cc(S(=O)(=O)N2CCCCC2)ccc1N1CCOCC1)NC1CCCCC1
E_LUMO, eV: 0.283
Gap between HOMO and LUMO, eV: 8.6

Each line ends with the Mulliken charge.
Cartesian coordinates (Å):
O1 -0.45 -0.53 -5.14  -0.6811
C1 -0.31 -0.19 -3.99  0.7359
C2 -1.52 0.18 -3.11  -0.6321
O2 -1.20 0.20 -1.73  -0.4080
C3 -1.48 -0.92 -1.02  0.2254
O3 -1.99 -1.89 -1.50  -0.6110
C4 -1.14 -0.75 0.41  0.5405
C5 -1.43 0.48 1.00  0.0493
C6 -1.35 0.64 2.37  -0.5473
S1 -1.75 2.23 3.07  1.5129
O4 -2.96 2.72 2.48  -0.7649
O5 -1.69 2.12 4.50  -0.7066
N1 -0.49 3.13 2.43  0.1016
C7 0.78 2.90 3.08  -0.8556
C8 0.94 3.70 4.37  -0.5202
C9 0.68 5.18 4.11  -0.7692
C10 -0.70 5.36 3.48  -0.4140
C11 -0.78 4.53 2.19  -1.0240
C12 -1.00 -0.43 3.17  -0.6319
C13 -0.67 -1.64 2.61  -0.7963
C14 -0.69 -1.83 1.21  -0.1220
N2 -0.29 -3.01 0.65  0.4904
C15 -0.29 -4.26 1.38  -0.7226
C16 -0.78 -5.36 0.42  -0.7480
O6 0.03 -5.44 -0.73  -0.4272
C17 0.02 -4.22 -1.43  -0.5900
C18 0.53 -3.09 -0.54  -0.5291
N3 0.87 -0.10 -3.35  -0.0782
C19 2.14 -0.39 -3.98  -0.3308
C20 3.01 0.87 -4.05  -0.7779
C21 4.34 0.56 -4.72  -0.6869
C22 5.07 -0.55 -3.97  -0.6700
C23 4.21 -1.80 -3.90  -0.8873
C24 2.88 -1.50 -3.22  -0.1940
H1 -2.32 -0.55 -3.31  0.3385
H2 -1.86 1.18 -3.38  0.3845
H3 -1.77 1.31 0.40  0.5817
H4 0.86 1.83 3.27  0.3283
H5 1.57 3.18 2.37  0.4462
H6 0.20 3.33 5.09  0.2793
H7 1.94 3.55 4.78  0.4028
H8 0.75 5.75 5.04  0.3788
H9 1.45 5.57 3.42  0.2937
H10 -1.46 5.00 4.17  0.2861
H11 -0.89 6.41 3.25  0.3801
H12 -1.79 4.57 1.77  0.4532
H13 -0.07 4.90 1.45  0.4078
H14 -0.97 -0.29 4.24  0.5397
H15 -0.35 -2.45 3.25  0.4866
H16 -0.98 -4.20 2.22  0.4881
H17 0.71 -4.51 1.74  0.3098
H18 -0.72 -6.34 0.91  0.3785
H19 -1.82 -5.15 0.13  0.3534
H20 0.67 -4.36 -2.30  0.3184
H21 -1.00 -3.99 -1.77  0.3759
H22 0.53 -2.15 -1.08  0.1382
H23 1.56 -3.33 -0.24  0.3699
H24 0.88 0.25 -2.40  0.2973
H25 1.90 -0.73 -4.99  0.4053
H26 2.48 1.64 -4.60  0.3461
H27 3.19 1.24 -3.04  0.3327
H28 4.95 1.46 -4.76  0.3623
H29 4.16 0.24 -5.75  0.3417
H30 6.01 -0.78 -4.47  0.3488
H31 5.31 -0.21 -2.96  0.3157
H32 4.73 -2.58 -3.34  0.3339
H33 4.02 -2.18 -4.90  0.3938
H34 2.25 -2.39 -3.19  -0.0711
H35 3.05 -1.17 -2.19  0.3442

---

# 3
Here is a structure of composition C5H6O2 at a distorted geometry from the OMol25 dataset. Energies are from ωB97M-V/def2-TZVPD.

DFT total energy, eV: -9372.98604
Energy above the lowest of the compared OMol25 structures with the same formula, charge and spin, kJ/mol: 396.5
E_LUMO, eV: 0.464
Gap between HOMO and LUMO, eV: 9.9

Each line ends with the Mulliken charge.
Cartesian coordinates (Å):
C1 1.21 -0.40 0.18  -0.6563
C2 0.21 0.23 1.09  -0.2702
O1 0.50 1.59 -0.19  -0.5486
C3 0.50 0.42 -0.92  -0.1520
C4 -0.97 -0.10 -0.84  -0.1797
O2 -1.15 -1.36 -0.23  -0.4510
C5 -1.15 -0.19 0.62  -0.1233
H1 2.22 -0.02 0.36  0.2979
H2 1.19 -1.49 0.11  0.2866
H3 0.38 0.55 2.13  0.4621
H4 0.89 0.51 -1.92  0.4950
H5 -1.74 0.23 -1.53  0.4109
H6 -2.08 0.03 1.14  0.4286

---

# 4
Here is a structure of composition H8O4 at a distorted geometry from the OMol25 dataset. Energies are from ωB97M-V/def2-TZVPD.

DFT total energy, eV: -8315.00385
Energy above the lowest of the compared OMol25 structures with the same formula, charge and spin, kJ/mol: 547.3
E_LUMO, eV: -0.216
Gap between HOMO and LUMO, eV: 7.8

Each line ends with the Mulliken charge.
Cartesian coordinates (Å):
O1 23.55 10.11 -1.47  -0.6606
H1 24.01 9.80 -2.25  0.3126
H2 22.94 9.40 -1.27  0.3618
O2 26.06 10.17 1.10  -0.8110
H3 25.89 9.96 0.19  0.4521
H4 25.40 10.83 1.32  0.1967
O3 25.56 9.47 -0.63  -0.7085
H5 24.63 9.62 -0.79  0.3325
H6 25.87 9.02 -1.41  0.4776
O4 26.61 8.38 -2.21  -0.5857
H7 26.34 8.60 -3.10  0.3108
H8 27.57 8.39 -2.25  0.3217